The following is a DFT calculation (the ωB97M-V functional and the def2-TZVPD basis) of a single C4H9N3 molecule at a distorted geometry.

The net charge is 0. The value obtained for the total energy is -8760.9045 eV. As for the SMILES: CN(C)N(C)C#N. The multiplicity is 1. Its HOMO-LUMO gap is 10.07 eV. The lowest unoccupied orbital energy comes out at 0.7255 eV. The value obtained for the relative energy (zero: lowest compared OMol25 entry of this formula, charge and spin) is 83.5 kcal/mol.

Last column: Löwdin charge in e.
Cartesian coordinates (Å):
N  3.30298  0.39789  0.47067  0.15
N  -0.04757  0.87809  -0.12308  -0.22
N  1.00748  -0.16585  -0.28506  -0.17
C  0.51280  -1.52416  -0.13725  -0.09
C  -1.11167  0.77343  -1.07919  -0.15
C  2.24471  0.10920  0.13099  -0.32
C  -0.58695  0.75861  1.26022  -0.08
H  -1.25323  1.68118  1.41847  0.11
H  -0.93804  -0.02150  -2.00901  0.14
H  0.39452  0.80657  1.82465  0.10
H  -1.20796  -0.14277  1.30166  0.06
H  -2.12387  0.36681  -0.74881  0.08
H  0.74443  -2.11874  -1.11995  0.11
H  -0.63948  -1.46416  -0.13136  0.09
H  -1.32282  1.77755  -1.44980  0.07
H  1.02469  -2.11215  0.67684  0.10